Here is C18H64CdN4O14 as an isolated structure in a non-equilibrium geometry from OMol25. Energies are from ωB97M-V with the def2-TZVPD basis set.

```
101
Properties=species:S:1:pos:R:3:forces:R:3
Cd -3.279688 0.081638 -2.834330 0.6 0.0 0.5
O -2.358967 -3.054634 -4.514655 -1.5 -1.3 -1.9
O -5.543799 -3.176784 2.509111 0.0 -0.2 0.1
O 0.551902 1.014393 7.244615 -0.2 -0.1 -0.1
O -5.026177 1.826985 3.409516 -0.1 -0.1 0.2
O -3.133637 -1.302713 6.127434 -0.1 -0.2 0.0
O -5.528255 2.544414 -1.535022 0.1 -0.3 0.0
O 1.681728 3.715657 -6.387315 0.0 0.0 -0.2
O 3.217059 -6.363532 1.876416 1.6 1.7 1.7
O -0.233261 1.594927 -1.822186 0.8 -0.3 2.7
O -2.711528 5.949768 -2.894215 -0.2 0.0 0.2
O -1.377615 -0.168354 0.212285 2.5 1.8 0.2
O -1.145268 -4.786816 2.789010 -0.1 -0.1 0.1
O -4.090300 7.084474 3.395982 -1.0 0.4 1.2
O 6.972829 0.538217 -2.338118 0.8 -0.6 0.9
N -0.558173 6.878981 4.121886 -0.7 0.4 -0.1
N 6.299502 3.290483 -1.908699 0.1 -2.3 -0.6
N -5.224368 -2.932461 -3.654564 0.6 -0.4 -0.7
N 4.259246 -7.904428 -1.254599 1.7 -0.4 -0.4
C 4.213538 -5.378553 2.289108 0.0 -1.0 -0.2
C 6.778611 3.099568 0.411448 1.0 0.3 -1.1
C -3.336071 -4.116642 -4.894932 0.2 0.4 2.1
C 3.826829 -7.407605 1.158024 -1.4 0.8 -2.2
C 6.904053 0.984580 -0.983762 -2.0 1.4 -0.7
C -1.457491 -2.960094 -5.631303 1.0 -0.7 1.1
C -5.560859 -5.356602 -4.148787 1.3 0.6 -0.5
C -4.989761 7.544737 2.401317 0.8 -1.3 -0.7
C 2.335083 -6.567072 -0.949606 0.2 1.5 1.6
C -2.701535 7.128979 3.129416 -1.2 1.1 0.2
C -0.071773 0.300833 0.343234 -3.5 -3.5 1.0
C 7.078002 2.489098 -0.992351 1.9 0.9 3.3
C 3.757492 -6.897035 -0.347181 -2.1 -2.0 -0.7
C -2.111169 8.429099 5.296915 0.4 -1.0 -0.5
C 0.372034 1.564637 -0.553035 -0.8 2.0 -5.4
C 6.557676 -0.789717 -2.386787 -0.6 -1.9 0.2
C -1.949635 7.118494 4.469656 -0.5 1.1 0.1
C -4.463497 -4.251338 -3.808686 -2.2 1.8 -0.1
H 4.823758 -5.054754 1.445954 -0.4 0.4 -0.3
H 6.404149 2.623639 -2.660019 0.1 0.7 -1.9
H -3.645676 -0.588653 5.747724 -0.2 0.2 -0.1
H 4.868062 -7.681516 1.328059 0.2 0.5 0.6
H 0.165512 2.529898 -0.090739 -1.0 -0.3 1.1
H -6.483182 -5.459336 -3.577068 0.6 0.3 1.1
H 5.867050 0.863867 -0.670457 -0.4 -0.6 0.3
H 7.524641 0.530575 -0.211210 0.5 -0.4 -0.5
H -6.414129 -3.084844 2.121398 -0.2 0.0 -0.1
H -1.969218 5.352185 -2.804203 0.2 -0.2 0.1
H -1.808703 -2.623370 -6.606685 -0.7 0.6 0.3
H -6.028958 -5.013560 -5.071452 0.5 -0.4 -0.7
H 3.779258 -8.787837 -1.158075 -0.2 0.0 0.2
H -3.974807 -4.323630 -2.837055 0.1 -0.7 -0.1
H 1.958197 -5.752260 -0.331428 -0.7 0.0 0.0
H -5.740496 -2.807024 -4.513614 0.2 0.3 -0.7
H -6.025864 7.325064 2.658862 0.2 0.1 0.6
H -6.333409 2.815852 -1.094244 -0.2 0.0 0.1
H -1.875179 9.284548 4.663991 -0.5 0.2 0.0
H 3.774750 -4.536775 2.824801 -0.3 -0.2 -0.3
H -0.281471 -5.182965 2.674332 0.3 -0.2 0.0
H -0.673188 6.030036 3.586939 1.3 -0.5 0.2
H 4.956905 -5.853364 2.929466 -0.2 -0.2 0.4
H -5.092698 -6.337005 -4.236836 -0.2 -0.1 -0.3
H 4.368395 -5.996634 -0.411722 0.1 -0.1 0.0
H -2.849653 -5.088775 -4.814560 0.5 -0.1 -0.3
H -1.377455 8.464524 6.102214 0.2 -0.3 0.0
H 7.091794 -1.531414 -1.792915 1.2 0.4 0.3
H 1.449648 1.102642 6.924442 0.2 0.0 -0.1
H -2.462617 6.313182 2.447146 0.4 -0.4 0.1
H -2.325743 -0.885804 6.426966 0.3 0.1 0.1
H -6.015043 -3.023599 -3.032762 0.2 -0.4 0.8
H 8.156712 2.581180 -1.118875 0.2 0.7 -0.6
H -0.599334 -2.385656 -5.282461 -0.2 0.3 -0.2
H -4.783236 6.900473 1.546692 -0.2 0.2 -0.7
H 7.173785 4.114973 0.381600 0.4 0.0 0.0
H -5.180598 2.687073 3.018822 0.0 0.2 -0.1
H 5.592549 -0.963421 -1.910907 -0.8 0.6 -0.4
H -4.377747 1.416473 2.837462 0.2 -0.2 -0.2
H 7.322240 2.565748 1.190937 -0.7 0.0 0.4
H -0.056165 6.769824 4.991472 0.4 -0.5 -0.2
H -2.369443 6.326948 5.090401 -0.1 -0.3 0.0
H -4.977696 -2.635111 1.959240 0.2 0.1 -0.1
H -4.895246 8.583805 2.085862 0.3 0.2 0.3
H 2.370381 -6.149874 -1.955988 0.7 0.1 -0.1
H -2.591623 6.353652 -3.753711 0.0 0.1 -0.2
H -1.181127 -4.094170 2.129322 -0.1 0.2 -0.1
H -1.075697 -3.959250 -5.841099 0.2 -0.3 0.0
H 1.254439 3.136207 -5.756529 -0.1 -0.2 0.2
H -3.613912 -3.989086 -5.941179 -0.6 0.2 0.1
H 5.404238 2.907659 -1.640267 -1.3 0.8 0.2
H 0.503705 -0.586082 0.078039 0.8 0.3 -1.2
H -5.107732 3.364639 -1.793123 0.2 0.3 -0.1
H 1.580954 -7.347845 -1.048468 0.4 -0.4 0.6
H 5.716782 3.327609 0.504239 -0.2 -0.9 0.6
H 3.213724 -8.260582 1.448959 0.0 -0.4 -0.8
H 4.043425 -7.574904 -2.184626 0.3 -0.2 -0.2
H -3.076064 8.422491 5.803909 -0.1 0.5 -0.5
H 0.487751 1.650048 7.957393 -0.1 0.1 0.2
H 0.185105 0.427147 1.394969 -0.1 1.2 0.2
H 6.570901 -1.258166 -3.370898 -0.1 0.8 -0.3
H 1.424943 1.677163 -0.811492 0.7 -1.4 0.8
H -2.516641 8.060695 2.594800 0.5 0.2 -0.1
H 1.793236 4.541863 -5.916988 0.1 0.2 0.1
```
Forces are in eV/Å.

Summary:
charge: 0
orbital gap: 4.251 eV
relative energy (zero: lowest compared OMol25 entry of this formula, charge and spin): 7.925 eV
spin multiplicity: 1

Mulliken atomic charge list, values in e, 6 entries: atom 1 (Cd): 0.4012, atom 2 (O): -0.2364, atom 3 (O): -0.6171, atom 4 (O): -0.6274, atom 5 (O): -0.6235, atom 6 (O): -0.6396